7
Properties=species:S:1:pos:R:3:forces:R:3:mulliken_charge:R:1 method="wB97M-V/def2-TZVPD" energy_ev=-17141.2441 de_lowest_ev=7.4115 homo_lumo_gap_ev=7.443 total_charge=-1
C -0.61449 -0.15599 -0.04028 2.8918 -2.4275 2.1401 -0.701
N 0.70171 0.17004 -0.65136 -1.1715 3.6176 1.8051 -0.243
O 0.88769 1.76428 0.39159 0.0350 -3.2198 -2.1405 -0.699
Cl 1.80068 -1.04192 -0.10791 0.5372 -0.0442 0.3877 -0.194
H -1.40986 0.22712 -0.52980 -2.2672 1.4581 -2.3034 0.308
H -0.71362 -1.29462 -0.01492 -0.1373 1.3499 0.1925 0.261
H -0.65211 0.33107 0.95268 0.1120 -0.7342 -0.0815 0.268